1.
# C4H5NO

C4H5NO in the gas phase (ωB97M-V/def2-TZVPD, the OMol25 dataset).

```
11
C4H5NO (ωB97M-V/def2-TZVPD)
O 1.318 0.235 1.722
N -1.326 0.023 -0.579
C -0.631 0.932 0.381
C -0.165 -0.152 -1.417
C 0.832 -0.792 -0.480
C 0.628 0.142 0.745
H -1.278 1.244 1.199
H 0.511 -1.808 -0.202
H 1.870 -0.825 -0.816
H -1.477 -0.826 -0.013
H -0.294 1.823 -0.169
```

## Properties
- ΔE to the lowest compared entry with this formula, charge and spin (kJ/mol) = 424.7
- gap between HOMO and LUMO (eV) = 8.1
- DFT total energy (eV) = -7762.1243

2.
# C4H5NO

C4H5NO in the gas phase (ωB97M-V/def2-TZVPD, the OMol25 dataset).

```
11
C4H5NO (ωB97M-V/def2-TZVPD)
O 0.655 -0.602 -0.414
N 1.128 1.461 -1.286
C 1.283 0.205 -1.282
C -0.838 -0.835 1.423
C -1.423 -1.487 2.249
C -0.197 0.096 0.498
H 0.397 0.831 1.051
H 1.690 1.890 -2.017
H -0.950 0.652 -0.069
H 1.917 -0.389 -1.947
H -1.945 -2.055 2.987
```

## Properties
- ΔE to the lowest compared entry with this formula, charge and spin (kJ/mol) = 236.1
- gap between HOMO and LUMO (eV) = 11.2
- SMILES = [H]/N=C/OCC#C
- DFT total energy (eV) = -7764.0796

3.
# C4H5NO

C4H5NO in the gas phase (ωB97M-V/def2-TZVPD, the OMol25 dataset).

```
11
C4H5NO (ωB97M-V/def2-TZVPD)
O 1.217 -1.912 -0.075
N 0.056 -1.666 0.100
C -1.800 -0.024 0.266
C 1.905 0.964 -0.332
C 0.673 0.588 -0.132
C -0.330 -0.234 0.063
H -2.232 -0.980 0.577
H 2.571 1.163 0.504
H -2.014 0.720 1.038
H 2.304 1.056 -1.339
H -2.302 0.287 -0.657
```

## Properties
- ΔE to the lowest compared entry with this formula, charge and spin (kJ/mol) = 403.3
- gap between HOMO and LUMO (eV) = 8.7
- SMILES = C=C=C(C)N=O
- DFT total energy (eV) = -7762.3461

4.
# C4H5NO

A molecular structure, C4H5NO (ωB97M-V/def2-TZVPD, the OMol25 dataset).

```
11
C4H5NO (ωB97M-V/def2-TZVPD)
O -0.242 0.418 1.277
N -1.175 -1.624 0.488
C 0.619 1.428 0.572
C 0.247 -0.005 -0.731
C -0.500 -0.570 0.376
C 0.924 1.039 -0.882
H 0.314 -1.540 -2.067
H 1.541 1.493 1.150
H -0.325 -1.208 -2.284
H -1.568 -1.703 1.424
H 0.069 2.369 0.609
```

## Properties
- ΔE to the lowest compared entry with this formula, charge and spin (kJ/mol) = 599.0
- gap between HOMO and LUMO (eV) = 9.8
- DFT total energy (eV) = -7760.3183

5.
# C4H5NO

C4H5NO in the gas phase at a distorted geometry (ωB97M-V/def2-TZVPD, the OMol25 dataset).

```
11
C4H5NO (ωB97M-V/def2-TZVPD)
O 1.788 -1.105 -0.336
N -3.570 -0.620 0.932
C -2.782 -0.029 0.334
C 0.567 -0.830 0.185
C -1.789 0.590 -0.419
C -0.263 0.234 -0.355
H 0.145 -1.267 1.005
H -1.933 1.547 -0.861
H -0.167 1.240 0.063
H 2.162 -1.740 0.350
H 0.094 0.444 -1.293
```

## Properties
- ΔE to the lowest compared entry with this formula, charge and spin (kJ/mol) = 454.3
- gap between HOMO and LUMO (alpha / beta) (eV) = 6.7 / 9.1
- DFT total energy (eV) = -7761.8182

6.
# C4H5NO

C4H5NO in the gas phase at a distorted geometry (ωB97M-V/def2-TZVPD, the OMol25 dataset).

```
11
C4H5NO (ωB97M-V/def2-TZVPD)
O -0.690 1.328 -0.912
N 2.641 0.795 0.382
C -0.867 0.302 -0.022
C -0.365 -1.025 -0.491
C 1.609 0.302 0.522
C 0.317 -0.217 0.668
H -0.217 2.073 -0.473
H 0.160 -0.971 1.505
H -1.810 0.327 0.515
H -0.975 -1.907 -0.296
H 0.186 -1.027 -1.424
```

## Properties
- ΔE to the lowest compared entry with this formula, charge and spin (kJ/mol) = 175.3
- gap between HOMO and LUMO (eV) = 11.0
- SMILES = N#C[C@@H]1C[C@@H]1O
- DFT total energy (eV) = -7764.7099

7.
# C4H5NO

C4H5NO in the gas phase at a distorted geometry (ωB97M-V/def2-TZVPD, the OMol25 dataset).

```
11
C4H5NO (ωB97M-V/def2-TZVPD)
O -0.010 1.395 0.823
N -0.789 -0.897 2.610
C 0.101 0.575 -0.091
C -0.491 -0.883 1.436
C 0.523 0.971 -1.469
C -0.164 -0.822 0.145
H 0.535 0.120 -2.153
H -0.946 -1.941 2.448
H -0.170 1.734 -1.824
H -0.109 -1.663 -0.527
H 1.519 1.411 -1.399
```

## Properties
- ΔE to the lowest compared entry with this formula, charge and spin (kJ/mol) = 275.6
- gap between HOMO and LUMO (eV) = 9.2
- SMILES = CC(=O)C=C=N
- DFT total energy (eV) = -7763.6703

8.
# C4H5NO

C4H5NO in the gas phase at a distorted geometry (ωB97M-V/def2-TZVPD, the OMol25 dataset).

```
11
C4H5NO (ωB97M-V/def2-TZVPD)
O -0.487 1.279 -1.181
N 2.526 0.765 0.747
C 1.513 0.201 0.754
C 0.266 -0.474 0.758
C -1.020 0.347 -0.349
C -0.345 -0.975 -0.499
H -0.968 -1.855 -0.394
H -0.966 0.545 0.788
H -0.023 -0.961 1.691
H -0.839 2.154 -0.974
H 0.344 -1.027 -1.340
```

## Properties
- ΔE to the lowest compared entry with this formula, charge and spin (kJ/mol) = 344.9
- gap between HOMO and LUMO (eV) = 9.3
- SMILES = N#C[C@@H]1C[C@@H]1O
- DFT total energy (eV) = -7762.9516